Record 1
C21H18Cl2F6N2O4PS2V | ωB97M-V/def2-TZVPD

As for the relative energy (zero: lowest compared OMol25 entry of this formula, charge and spin): 2.8 kcal/mol. The HOMO-LUMO gap (alpha / beta) comes out at 5.757 / 6.503 eV.

```
! RIJCOSX wB97M-V def2-TZVPD def2/J DEFGRID3
* xyz 3 2
V 0.38 -1.04 1.05
N 1.70 0.52 1.47
C 1.59 1.73 0.63
C 2.24 2.88 1.04
C 2.11 4.03 0.26
C 1.35 4.01 -0.90
C 0.70 2.85 -1.30
C 0.83 1.69 -0.53
P 0.06 0.16 -1.07
C -1.63 0.35 -1.59
C -1.79 0.78 -2.92
C -3.07 1.06 -3.39
C -4.17 0.89 -2.57
C -4.01 0.43 -1.26
C -2.74 0.16 -0.77
C 1.01 -0.60 -2.34
C 2.32 -0.16 -2.60
C 3.04 -0.73 -3.63
C 2.47 -1.74 -4.41
C 1.18 -2.18 -4.15
C 0.44 -1.62 -3.12
H 1.45 0.78 2.43
H 2.68 0.25 1.55
H 2.83 2.90 1.95
H 2.61 4.94 0.56
H 1.25 4.91 -1.50
H 0.11 2.85 -2.21
H -0.95 0.89 -3.58
H -3.19 1.39 -4.41
H -5.16 1.11 -2.94
H -4.87 0.27 -0.64
H -2.64 -0.20 0.24
H 2.77 0.63 -2.01
H 4.05 -0.39 -3.85
H 3.03 -2.17 -5.23
H 0.74 -2.96 -4.77
H -0.57 -1.96 -2.94
Cl -0.55 -3.17 0.24
C 1.12 -3.77 -0.04
Cl 2.25 -2.40 0.36
H 1.24 -4.01 -1.09
H 1.32 -4.58 0.65
F -3.37 0.04 4.75
C -3.23 0.36 3.51
F -3.57 -0.59 2.68
F -3.78 1.50 3.21
S -1.29 0.71 3.28
O -0.94 -0.38 1.88
O -1.07 2.00 2.75
N -0.38 0.22 4.36
S -0.46 -1.36 4.93
O -1.28 -2.11 4.04
O -0.58 -1.35 6.33
C 1.31 -1.87 4.52
F 2.05 -0.81 4.14
F 1.26 -2.70 3.46
F 1.85 -2.46 5.54
*
```

***

Record 2
C8H14B3BrINO5Pb | ωB97M-V/def2-TZVPD

The HOMO-LUMO gap comes out at 3.275 eV.

```
! RIJCOSX wB97M-V def2-TZVPD def2/J DEFGRID3
* xyz 2 1
C 1.59 2.16 1.55
C 1.21 2.03 0.08
O 0.23 2.51 -0.30
N 2.08 1.28 -0.86
C 1.95 1.96 -2.21
B 1.70 -0.08 -0.96
O 1.34 -0.69 -2.14
B -0.01 -1.16 -1.94
C -1.13 -0.80 -2.97
C -2.19 0.04 -2.24
O -2.51 -0.12 -1.14
I -3.11 1.65 -3.34
O -0.35 -1.91 -0.79
B 0.17 -1.28 0.30
C -0.59 -0.78 1.57
C -1.76 -1.68 2.00
C -1.90 -1.57 3.55
Br -1.42 -3.57 1.61
O 1.65 -0.99 0.20
H 1.94 3.17 1.78
H 2.37 1.42 1.75
H 0.71 1.98 2.17
H 0.98 1.79 -2.66
H 2.76 1.58 -2.83
H 2.05 3.04 -2.08
H -0.72 -0.16 -3.76
H -1.54 -1.67 -3.49
H -0.88 0.27 1.40
H 0.13 -0.76 2.40
H -2.71 -1.34 1.60
H -1.25 -2.31 4.03
H -2.93 -1.64 3.89
H -1.50 -0.59 3.86
Pb 3.67 -1.77 -0.05
*
```

***

Record 3
C5H8O | ωB97M-V/def2-TZVPD

As for the relative energy (zero: lowest compared OMol25 entry of this formula, charge and spin): 33.3 kcal/mol. The SMILES is C1C[C@@H]2C[C@@H]2O1. The HOMO-LUMO gap comes out at 10.207 eV.

```
! RIJCOSX wB97M-V def2-TZVPD def2/J DEFGRID3
* xyz 0 1
C -0.47 0.36 -1.47
C 0.00 -0.79 -0.61
C 1.04 -0.46 0.46
C 0.34 0.59 1.35
O -1.01 0.73 0.92
C -1.22 -0.02 -0.24
H 0.09 1.29 -1.46
H -0.91 0.10 -2.44
H -0.05 -1.80 -0.99
H 1.97 -0.07 0.03
H 1.28 -1.36 1.03
H 0.84 1.57 1.29
H 0.33 0.30 2.41
H -2.23 -0.43 -0.29
*
```

***

Record 4
C2H5BO2 | ωB97M-V/def2-TZVPD

As for the relative energy (zero: lowest compared OMol25 entry of this formula, charge and spin): 74.9 kcal/mol. The SMILES is BOC(C)=O. The HOMO-LUMO gap comes out at 9.701 eV.

```
! RIJCOSX wB97M-V def2-TZVPD def2/J DEFGRID3
* xyz 0 1
B -2.35 -0.27 -0.10
C 0.32 -0.60 -0.06
C 1.60 0.12 -0.14
O 0.13 -1.73 0.25
O -0.72 0.23 -0.31
H -2.44 -1.35 0.16
H -3.03 0.39 -0.57
H 2.20 0.00 0.86
H 2.16 -0.24 -0.97
H 1.36 1.16 -0.30
*
```

***

no.,E_tot (eV)
1,-131205.068
2,-105658.597
3,-7360.812
4,-6925.160